No. 1
Entry from the Open Molecules 2025 dataset: a structure of composition C41H43CrN8O in a non-equilibrium geometry (the ωB97M-V functional and the def2-TZVPD basis).

The geometry in XYZ format:
```
94
Properties=species:S:1:pos:R:3:forces:R:3:mulliken_charge:R:1
Cr 2.603571 1.486523 -2.159967 -0.697 -0.657 1.441 0.29
C -0.093209 0.822253 0.028873 0.604 -0.218 -0.634 0.80
O 1.129711 1.016763 -0.590407 0.393 0.584 -0.402 -0.32
H -0.777459 0.225143 -0.573927 -0.302 -0.529 -0.330 -0.05
H 0.025031 0.294373 0.975163 0.003 -0.257 0.425 -0.35
H -0.710889 1.693693 0.246053 0.177 0.745 0.097 -0.58
N -5.409169 3.397813 -1.044607 0.069 -1.870 -1.040 -0.58
C -4.216229 3.315283 -0.400197 -2.187 1.139 -1.012 -0.20
C -3.737199 2.173313 0.157423 -0.943 -2.580 0.028 -0.03
C -4.461489 0.963083 -0.118737 0.144 1.900 0.946 -0.57
C -5.659469 1.023073 -0.837087 0.452 -0.646 0.148 -0.46
C -6.104269 2.226473 -1.329177 1.932 2.958 1.033 -0.43
H -3.726609 4.277233 -0.363817 0.225 -0.016 0.491 0.42
H -2.954639 2.195143 0.901413 0.402 -0.127 -0.384 0.36
H -4.158739 0.057373 0.385683 0.044 -0.205 -0.194 0.54
H -6.255659 0.130013 -0.952817 0.065 -0.134 -0.206 0.52
H -6.964309 2.417123 -1.953997 -0.300 -0.435 0.217 0.40
N 4.463871 1.985733 -0.749437 -0.065 1.186 1.682 0.17
C 4.206841 2.527583 0.507733 1.609 0.128 -2.016 -0.44
C 5.196291 3.291843 1.175023 -0.493 -1.224 -0.719 -0.86
C 6.476621 3.351283 0.611073 -0.858 0.194 -0.060 -0.12
C 6.717941 2.807173 -0.645927 -0.046 0.601 0.515 -0.75
C 5.677001 2.170443 -1.296057 -0.647 -0.435 0.395 -0.21
H 3.192491 2.334783 0.824463 -0.040 0.215 0.347 0.76
H 4.989021 3.789483 2.110853 -0.101 -0.133 0.088 0.43
H 7.251001 3.893393 1.133423 0.106 0.027 -0.019 0.39
H 7.677341 3.019163 -1.094267 0.020 -0.438 -0.255 0.38
H 5.764641 1.725263 -2.276127 0.306 0.106 -0.187 0.39
N -1.237919 -5.045797 2.004013 -0.506 1.354 -1.733 -0.60
C -1.069639 -4.564027 3.233673 0.926 0.161 -0.657 -0.35
C -0.811339 -3.226817 3.495783 -0.235 0.579 0.003 -0.37
C -0.837279 -2.318087 2.442483 0.152 0.129 -0.979 -0.32
C -0.918509 -2.765777 1.130753 -1.410 -1.944 0.540 0.26
C -1.219069 -4.138977 0.959703 1.282 -0.175 1.488 -0.49
H -1.003399 -5.302137 4.019303 -0.213 -0.057 0.189 0.36
H -0.584669 -2.902547 4.500703 -0.257 0.057 0.127 0.39
H -0.843519 -1.238337 2.464843 0.473 0.156 1.036 0.37
H -0.956679 -2.077277 0.299543 0.116 -0.016 -0.067 0.24
H -1.314419 -4.523957 -0.044837 -0.279 -0.253 0.069 0.52
N 3.483641 -0.564737 -2.110267 0.628 -2.336 0.213 0.47
C 3.545121 -1.208957 -0.905727 -0.087 -0.115 -0.034 0.41
C 3.833701 -2.557297 -0.717297 -0.100 -0.263 -1.730 -0.68
C 4.037201 -3.381917 -1.864507 -0.404 1.118 1.149 -0.38
C 4.013821 -2.765127 -3.098857 -0.436 0.959 0.061 -0.50
C 3.752171 -1.379327 -3.163587 -0.342 0.442 0.546 -0.57
H 3.280891 -0.669067 -0.008457 -0.009 0.580 -0.254 -0.24
H 3.794301 -2.971957 0.279143 0.072 -0.003 0.011 0.46
H 4.110321 -4.453917 -1.755567 0.226 -0.047 -0.062 0.42
H 4.075341 -3.323387 -4.021337 0.165 0.001 -0.026 0.44
H 3.662501 -0.841347 -4.095747 0.179 -0.363 -0.359 0.41
N 2.574581 1.764463 5.377073 0.369 1.323 -0.963 -0.59
C 1.417811 1.668743 4.722013 -0.122 -1.099 0.114 -0.56
C 1.263781 1.020363 3.506923 0.381 0.336 -0.345 0.02
C 2.400891 0.535133 2.849603 0.808 0.749 0.170 0.62
C 3.649841 0.834123 3.398333 -1.064 0.602 1.376 -0.48
C 3.667381 1.530033 4.643203 -0.106 -2.289 -0.018 -0.48
H 0.514461 1.963443 5.235333 -0.016 0.200 0.296 0.40
H 0.252961 0.976913 3.129093 0.092 -0.351 -0.339 0.29
H 2.456061 0.044903 1.888853 -0.857 -0.216 -0.064 -0.19
H 4.551221 0.433443 2.958593 0.146 0.323 -0.073 0.49
H 4.592401 1.580383 5.198373 0.291 0.407 -0.108 0.37
N -2.117019 6.607023 1.927993 -0.241 -0.998 0.092 -0.59
C -2.072709 6.068483 3.161503 1.464 0.163 0.507 -0.23
C -1.584529 4.801253 3.493663 0.452 -0.052 -1.541 -0.51
C -1.140019 4.022813 2.424983 -0.252 0.118 0.384 0.27
C -1.277579 4.490393 1.133763 0.639 0.827 0.022 -0.48
C -1.751219 5.800083 0.916073 -1.010 -1.304 1.031 -0.27
H -2.174709 6.722323 4.015013 -0.686 0.482 -0.152 0.35
H -1.356899 4.453023 4.490323 -0.514 0.295 0.242 0.36
H -0.673289 3.065763 2.605583 0.042 -0.135 -0.035 0.26
H -0.834439 3.902113 0.343863 -0.358 -0.018 -0.365 0.51
H -2.068729 6.054113 -0.084457 0.583 0.687 -0.198 0.40
N 0.202071 -3.981997 -5.161057 -0.471 1.113 0.602 -0.61
C 0.352251 -4.457917 -3.900737 -0.041 1.008 -1.371 -0.56
C 0.352941 -3.630567 -2.790777 -0.236 0.646 -0.005 -0.33
C 0.169981 -2.243457 -2.964637 0.616 -0.956 0.134 0.06
C 0.074071 -1.741407 -4.249557 -0.120 -0.136 0.163 -0.66
C 0.025831 -2.634847 -5.303697 0.784 -1.659 0.175 -0.42
H 0.501261 -5.526447 -3.851307 0.028 -0.099 0.249 0.42
H 0.531061 -4.063847 -1.817677 -0.148 0.095 0.178 0.60
H 0.201121 -1.564447 -2.125367 0.044 0.051 0.202 0.59
H 0.093791 -0.675977 -4.425287 -0.313 0.088 -0.036 0.45
H -0.062689 -2.279197 -6.319607 -0.063 -0.034 -0.145 0.40
N -3.501749 -3.341667 -1.179437 -0.763 -0.651 0.719 -0.08
C -3.586789 -2.195017 -1.845597 -0.674 -0.406 -0.657 -0.11
C -4.743079 -1.794477 -2.479027 -1.659 -1.370 0.418 -0.96
C -5.903729 -2.638977 -2.332307 1.743 1.639 -1.286 -0.08
C -5.823059 -3.836367 -1.660107 0.109 0.668 0.746 -0.83
C -4.610729 -4.126437 -1.035947 1.281 1.393 -0.144 -0.13
H -2.738129 -1.535127 -1.949097 0.531 -0.257 0.286 0.54
H -4.728229 -0.872497 -3.041297 -0.366 0.037 0.011 0.47
H -6.811789 -2.329257 -2.828187 -0.196 -0.050 0.070 0.39
H -6.750899 -4.365277 -1.499587 0.230 -0.504 0.053 0.36
H -4.468329 -4.894157 -0.289797 -0.173 -0.509 -0.317 0.43
```
Positions in Å, forces in eV/Å.

Its spin multiplicity is 6. The energy above the lowest of the compared OMol25 structures with the same formula, charge and spin is 0.1 kcal per mole. For the maximum force, the calculation gives 3.7 eV/A.

No. 2
Entry from the Open Molecules 2025 dataset: a cluster of 6 separate species, C41H43N3O11P in total in a non-equilibrium geometry (the ωB97M-V functional and the def2-TZVPD basis).

The geometry in XYZ format:
```
99
Properties=species:S:1:pos:R:3:forces:R:3:mulliken_charge:R:1
C -4.290384 -0.711808 0.522644 0.276 0.173 -0.693 -1.35
C -3.528356 -0.828213 -0.802417 -0.050 0.280 0.722 -0.58
C -2.245641 0.006065 -0.809309 0.125 -0.876 0.166 -0.67
C -1.055587 -0.729212 -1.488303 -0.202 0.595 -0.289 0.43
C -0.314261 0.089892 -2.563159 -0.413 -0.368 0.063 -1.81
C -0.157165 -1.315350 -0.463339 -0.324 -0.261 -0.521 0.01
N -0.198776 -2.691841 -0.258580 -0.290 0.575 -0.198 0.01
C 0.612596 -3.023702 0.732546 -0.073 -0.796 -0.348 0.05
N 0.747733 -4.285674 1.212782 -0.497 0.233 0.973 -0.26
C -0.566726 -4.860725 1.658485 0.244 0.204 0.078 -0.91
C -1.335119 -3.991757 2.642911 -0.194 -0.037 -0.156 -0.66
N 1.212126 -1.916225 1.126038 0.477 0.295 0.374 0.16
C 0.745366 -0.816447 0.399263 -0.410 0.601 0.335 -0.29
P 1.379276 0.870877 0.701180 1.404 0.370 -0.528 0.38
C 0.004071 2.007870 0.412610 -0.392 -0.295 0.280 -0.81
O 1.510514 0.873189 2.342770 -0.188 -0.620 -0.081 -0.54
H -4.906057 0.175172 0.491305 -0.286 0.201 0.323 0.42
H -4.901323 -1.586180 0.669338 -0.447 -0.163 0.169 0.32
H -3.601427 -0.635530 1.352784 0.097 -0.015 0.337 0.35
H -3.293268 -1.877034 -0.929159 0.170 -0.337 -0.322 0.29
H -4.180528 -0.510216 -1.600183 -0.183 -0.185 -0.488 0.33
H -1.975669 0.117893 0.229504 0.093 0.456 0.318 -0.02
H -2.402839 0.983059 -1.239980 -0.044 0.294 -0.144 0.74
H -1.506062 -1.571347 -1.994641 -0.049 -0.356 -0.244 0.61
H 0.758140 0.083628 -2.447569 0.323 0.240 0.121 0.35
H -0.706445 1.091764 -2.609640 0.192 0.470 0.046 0.28
H -0.516432 -0.339509 -3.532110 0.000 -0.143 -0.370 0.51
H -0.809293 -3.293509 -0.780200 0.026 -0.334 0.019 0.36
H 1.336439 -4.245372 2.038788 0.489 -0.364 -0.019 0.30
H -1.173032 -5.047301 0.786643 -0.072 -0.331 -0.328 0.34
H -0.330676 -5.792815 2.138879 0.177 -0.486 -0.126 0.47
H -0.680302 -3.352538 3.205616 0.427 0.375 0.317 0.32
H -2.089986 -3.376181 2.168206 -0.085 0.243 -0.159 0.17
H -1.843444 -4.604981 3.371523 -0.210 -0.264 0.160 0.38
H 1.901197 -1.883515 1.856206 0.151 0.069 0.195 0.18
H -0.826888 1.889087 1.099215 -0.178 -0.128 0.148 0.31
H -0.371062 1.974963 -0.598135 0.038 -0.043 -0.347 0.17
H 0.429612 2.985455 0.579783 0.198 0.365 0.015 0.39
H 0.751076 0.436111 2.746203 -0.138 0.261 0.393 0.30
C -0.169483 1.374760 -8.003191 -0.006 -0.014 0.014 -0.43
C 0.585844 1.255373 -6.915339 -0.004 -0.008 -0.004 -0.48
C 0.284404 2.022957 -5.681316 0.026 0.034 -0.045 0.39
O 0.975855 1.907627 -4.688276 -0.033 -0.025 0.053 -0.58
C -0.888658 2.928232 -5.705209 0.009 -0.006 0.014 -0.29
C -1.650091 3.053154 -6.789269 -0.140 0.038 -0.096 -0.38
C -1.348149 2.282221 -8.025438 0.032 0.020 0.037 0.20
O -2.035659 2.389490 -9.015288 -0.013 -0.001 -0.034 -0.54
H 0.031791 0.825896 -8.914464 -0.028 0.020 -0.016 0.42
H 1.447771 0.601353 -6.874826 0.017 0.022 0.025 0.44
H -1.089214 3.478483 -4.793322 0.016 0.003 -0.005 0.47
H -2.514931 3.717715 -6.815838 0.299 -0.338 -0.093 0.82
C -2.626547 8.197023 -4.400136 0.003 -0.020 0.004 -0.37
C -3.013347 6.928722 -4.497543 0.006 0.006 0.016 -0.36
C -3.199286 6.283056 -5.818477 -0.059 0.010 -0.041 0.46
O -3.553376 5.122434 -5.907360 -0.109 0.251 0.202 -0.62
C -2.938461 7.096991 -7.028794 0.009 0.011 -0.023 -0.23
C -2.551083 8.365848 -6.934817 0.000 -0.021 0.006 -0.41
C -2.363139 9.018208 -5.612265 -0.018 -0.030 -0.013 0.32
O -2.009017 10.170541 -5.522551 0.018 0.040 0.008 -0.52
H -2.485276 8.691303 -3.447574 0.008 0.035 -0.017 0.40
H -3.211075 6.312685 -3.629423 -0.022 -0.020 -0.019 0.43
H -3.081430 6.601304 -7.980894 -0.016 -0.023 0.016 0.45
H -2.355351 8.979957 -7.804232 0.008 0.030 0.018 0.41
C -4.843603 -3.993912 4.156948 0.015 -0.004 0.017 -0.32
C -4.953335 -5.017884 4.997984 0.026 0.008 -0.030 -0.36
C -5.218632 -4.800575 6.445795 -0.022 0.023 0.015 0.29
O -5.314383 -5.732405 7.210119 0.020 -0.025 0.005 -0.52
C -5.359157 -3.396575 6.912009 0.007 0.016 -0.013 -0.40
C -5.249372 -2.373976 6.068434 0.005 -0.017 0.007 -0.36
C -4.982332 -2.591257 4.625375 -0.056 0.006 0.050 0.41
O -4.881782 -1.659189 3.854988 0.102 -0.015 -0.067 -0.53
H -4.652616 -4.128574 3.099396 -0.039 0.028 -0.014 0.51
H -4.857888 -6.048041 4.678512 -0.024 -0.018 0.038 0.43
H -5.553780 -3.260932 7.968081 -0.005 -0.035 0.006 0.41
H -5.347924 -1.344315 6.387356 -0.006 0.012 -0.032 0.43
C 5.434542 2.160540 0.450946 -0.047 -0.043 0.056 -0.30
C 5.446161 1.144923 1.309801 0.190 -0.035 0.021 -0.16
C 6.692121 0.361381 1.548276 -0.039 -0.032 -0.012 0.27
O 6.720170 -0.586113 2.310503 -0.218 0.105 -0.045 -0.49
C 7.911656 0.764399 0.810110 0.004 0.033 -0.037 -0.38
C 7.895561 1.780858 -0.046183 0.025 -0.005 -0.024 -0.44
C 6.655585 2.558178 -0.297165 0.052 -0.022 0.053 0.23
O 6.639436 3.483516 -1.074579 -0.034 0.065 -0.068 -0.52
H 4.545548 2.747831 0.259622 0.002 0.002 -0.032 0.44
H 4.563242 0.859643 1.869385 0.041 -0.063 0.026 0.49
H 8.803357 0.181953 1.003261 -0.025 -0.017 0.041 0.43
H 8.773493 2.088890 -0.598986 -0.012 0.029 -0.017 0.41
C 5.266268 -3.923571 6.680887 -0.018 -0.003 -0.059 -0.44
C 4.280879 -4.524776 6.016007 0.002 -0.044 0.026 -0.46
C 3.884140 -4.069786 4.664188 -0.036 -0.092 -0.061 0.36
O 2.991479 -4.613232 4.033447 -0.225 0.058 0.013 -0.56
C 4.612775 -2.929351 4.090893 -0.144 0.080 -0.239 -0.20
C 5.595834 -2.323453 4.736764 0.311 0.252 0.163 -0.30
C 6.012777 -2.773457 6.092515 -0.204 -0.163 -0.095 0.19
O 6.914006 -2.234529 6.685769 0.089 0.054 0.103 -0.51
H 5.576591 -4.240943 7.668034 0.017 0.019 0.007 0.42
H 3.732863 -5.365204 6.422263 -0.008 -0.004 -0.009 0.44
H 4.311329 -2.610926 3.100686 0.025 -0.030 -0.068 0.49
H 6.131498 -1.492514 4.295905 0.048 -0.033 0.075 0.58
```
Positions in Å, forces in eV/Å.

Its net charge is +1. For the maximum force, the calculation gives 1.5 eV/A.

no.,E_tot (eV)
1,-85598.8220
2,-79485.1137